Entry from the OMol25 dataset: a structure of composition C21H45FN6OSi2 (ωB97M-V/def2-TZVPD).

Results
HOMO-LUMO gap: 9.59 eV
HOMO level: -0.33063 hartree
Max |F|: 2.1 eV Å⁻¹
Total charge: 0

```
76
Properties=species:S:1:pos:R:3:forces:R:3:lowdin_charge:R:1
C 1.037 -2.078 -0.208 -0.637 -0.841 0.803 -0.0221
C 1.746 -1.381 -1.049 0.617 0.732 -0.404 -0.2725
C 2.893 -0.502 -0.623 0.282 -0.257 -1.473 -0.2472
Si 2.891 1.088 -1.673 -0.839 -0.563 0.907 0.5278
C 1.788 2.342 -0.763 -0.310 -0.654 0.127 -0.2409
C 0.657 1.641 0.017 -0.108 0.270 -0.018 -0.2534
C -0.239 2.648 0.703 -0.120 -0.455 -0.037 -0.2065
F -1.230 1.937 1.389 -0.224 -0.039 0.193 -0.0790
O 2.195 0.663 -3.136 1.162 1.334 0.185 -0.3415
Si 2.704 1.519 -4.494 -0.939 -1.593 -1.028 0.5312
C 1.166 1.734 -5.567 -0.133 -0.146 0.314 -0.2588
C -0.039 2.315 -4.780 0.621 -0.567 0.011 -0.2490
C -0.815 1.257 -3.983 -0.273 0.302 -0.289 -0.2104
C -1.882 0.511 -4.817 1.268 0.095 1.443 -0.1777
N -1.267 -0.719 -5.367 -1.538 0.354 -0.652 0.0328
C -1.338 -1.807 -4.530 0.314 -1.492 -0.165 -0.5681
N -1.282 -1.730 -3.275 0.259 0.674 0.938 0.1475
N -1.454 -3.054 -5.239 -0.268 0.633 -0.163 0.0902
C 3.854 0.356 -5.459 0.495 1.057 0.684 -0.3119
N 5.215 0.305 -4.863 0.152 -0.544 -0.935 -0.1722
C 5.981 -0.782 -5.529 -0.174 0.285 0.097 -0.1436
H 0.091 -2.474 -0.540 0.026 -0.635 0.137 0.0419
H 1.423 -2.282 0.783 -0.527 0.332 0.378 0.0616
H 1.464 -1.468 -2.089 -0.038 0.682 -0.207 0.0797
H 3.805 -1.049 -0.887 0.268 0.236 0.259 0.0792
H 2.859 -0.281 0.440 0.142 -0.143 0.115 0.0708
H 4.264 1.618 -1.814 -0.027 0.045 -0.192 0.0078
H 2.375 2.899 -0.027 0.144 0.229 -0.256 0.0777
H 1.290 3.029 -1.454 0.370 0.225 -0.077 0.0716
H 0.028 1.032 -0.633 0.040 -0.058 -0.126 0.1105
H 1.032 0.973 0.792 0.158 -0.047 -0.033 0.0974
H -0.766 3.285 -0.007 0.134 0.184 -0.045 0.1181
H 0.289 3.237 1.452 0.095 0.170 -0.088 0.1198
H 3.347 2.810 -4.185 0.067 0.091 0.241 0.0150
H 1.385 2.310 -6.469 0.094 0.165 0.069 0.0709
H 0.899 0.732 -5.922 0.055 -0.007 -0.015 0.0685
H -0.736 2.798 -5.466 0.040 0.278 0.072 0.0972
H 0.358 3.053 -4.078 -0.262 0.283 -0.070 0.0858
H -0.184 0.485 -3.553 0.242 0.171 0.047 0.0722
H -1.275 1.768 -3.134 -0.287 -0.093 -0.034 0.1064
H -2.265 1.168 -5.592 -0.118 -0.269 -0.263 0.1117
H -2.650 0.220 -4.098 -0.361 0.035 -0.313 0.1040
H -1.740 -0.985 -6.225 0.472 0.094 -0.252 0.1203
H -1.356 -2.641 -2.840 -0.041 -0.049 0.002 0.0461
H -1.252 -3.827 -4.620 -0.008 0.010 0.040 0.0724
H -2.431 -3.124 -5.512 0.136 -0.279 -0.296 0.0838
H 3.456 -0.656 -5.422 -0.294 0.014 -0.065 0.0854
H 3.895 0.702 -6.504 -0.091 -0.315 -0.077 0.0795
H 5.707 1.147 -5.137 -0.245 0.220 0.284 0.0810
H 5.999 -1.681 -4.915 0.075 0.000 0.060 0.0699
H 5.534 -1.045 -6.493 0.012 -0.011 -0.045 0.0666
H 6.995 -0.444 -5.740 0.136 -0.159 0.215 0.0715
C -2.746 1.563 5.682 0.072 -0.027 -0.023 -0.1136
C -1.693 1.423 4.591 -0.242 0.231 0.135 -0.2625
C -1.168 -0.008 4.441 0.130 0.208 0.183 -0.1716
C -0.534 -0.475 5.684 -0.427 0.295 -1.269 -0.2235
N -0.042 -0.833 6.649 0.550 -0.275 0.828 0.1544
H -2.342 1.319 6.665 -0.022 -0.027 0.008 0.0548
H -3.111 2.589 5.730 -0.035 -0.024 0.001 0.0765
H -3.601 0.911 5.493 -0.011 0.012 0.048 0.0761
H -0.862 2.097 4.810 0.062 -0.068 -0.085 0.1140
H -2.118 1.738 3.638 0.121 -0.084 -0.064 0.0914
H -0.430 -0.050 3.640 0.001 -0.106 -0.004 0.1110
H -1.980 -0.692 4.188 0.008 -0.029 0.013 0.1224
C -4.492 -3.256 9.012 -0.022 -0.048 -0.058 -0.1135
C -3.435 -2.853 7.989 -0.163 -0.192 0.142 -0.2617
C -2.712 -1.551 8.353 -0.269 -0.092 -0.295 -0.1862
C -3.674 -0.444 8.433 0.970 -0.776 0.061 -0.2507
N -4.424 0.413 8.500 -0.743 0.752 0.031 0.1536
H -5.285 -2.511 9.082 0.048 0.038 0.025 0.0694
H -4.957 -4.201 8.728 0.020 -0.006 0.034 0.0700
H -4.051 -3.381 10.003 -0.019 0.007 0.000 0.0761
H -3.908 -2.748 7.009 0.080 0.042 -0.020 0.1091
H -2.696 -3.652 7.904 0.072 0.085 -0.042 0.1081
H -1.954 -1.320 7.598 -0.203 0.049 0.337 0.0536
H -2.208 -1.648 9.315 0.008 0.051 0.011 0.1239
```
Positions in Å, forces in eV/Å.